17
Properties=species:S:1:pos:R:3:mulliken_charge:R:1 method="wB97M-V/def2-TZVPD" homo_ev="-7.690 / -7.605" charge=0 gap_ev="8.398 / 7.877"
O -2.5528 0.6436 1.2831 -0.5259
C -1.3070 0.7759 0.6142 -0.1932
C -0.3749 -0.2247 1.1364 -0.4483
C 0.3601 -1.1795 0.3394 -0.7260
C 1.7769 -0.7926 -0.2821 -0.3572
O 1.6660 0.4590 -0.8738 -0.3038
C 0.5326 0.7051 -1.5509 -0.7956
H -2.9827 1.5067 1.3174 0.3362
H -1.3168 0.6184 -0.5137 0.1996
H -0.9553 1.8167 0.6968 0.2674
H -0.4229 -0.3753 2.2146 0.3915
H 0.5175 -2.1285 0.8683 0.4283
H -0.2262 -1.3287 -0.5876 0.3284
H 2.0258 -1.5736 -1.0136 0.2891
H 2.5754 -0.7273 0.4619 0.3448
H 0.2958 0.0375 -2.3835 0.3557
H 0.3885 1.7675 -1.7268 0.4090

***

21
Properties=species:S:1:pos:R:3:mulliken_charge:R:1 method="wB97M-V/def2-TZVPD" spin_multiplicity=2 homo_ev="-2.028 / -1.655" charge=-1 gap_ev="6.216 / 5.835"
C 1.7951 -0.0842 -1.1670 -1.4494
C 0.9099 -0.2899 0.0045 1.0811
C 0.1603 0.9947 0.4958 -1.3364
C -1.1597 1.3612 -0.2053 -0.5242
C -1.7151 0.0061 -0.7190 -0.8755
N -1.3968 -1.1798 0.1660 -0.9636
N 1.6511 -0.8587 1.1413 -0.8575
H 2.2718 -0.8374 -1.7603 0.3675
H 2.5323 0.6706 -0.7881 0.3935
H 1.1549 0.6951 -1.6545 0.2776
H 0.1255 -1.0704 -0.2566 0.1678
H 0.9303 1.8374 0.3508 0.2478
H -0.1044 0.8249 1.5107 0.4721
H -1.9729 1.8105 0.4378 0.3624
H -0.9544 2.2072 -0.9441 0.2926
H -1.4301 -0.1595 -1.7824 0.2375
H -2.7740 0.1188 -0.6689 0.4714
H -2.2287 -0.2172 1.9341 0.2991
H -2.0140 -0.9129 1.1432 -0.2514
H 1.7543 -1.8851 0.8928 0.2868
H 0.9867 -0.7400 1.9806 0.3008

***

Electronic energy for the records above, in order: -346.816800, -308.195573 Eh